Record 1
# C33H89N3O13

A cluster of 10 separate species, C33H89N3O13 in total (the ωB97M-V functional and the def2-TZVPD basis, OMol25).

```
138
Properties=species:S:1:pos:R:3
C 3.444 -6.629 5.885
O 2.351 -5.740 6.182
C 2.371 -5.194 7.528
C 1.460 -3.958 7.558
N 2.057 -2.822 6.853
C 1.392 -1.561 6.881
C 0.018 -1.426 6.152
O 0.308 -1.297 4.756
C -0.905 -1.147 4.046
H 4.378 -6.025 5.868
H 3.296 -7.132 4.931
H 3.660 -7.337 6.733
H 3.406 -4.876 7.771
H 2.047 -6.009 8.267
H 1.459 -3.796 8.614
H 0.442 -4.209 7.238
H 2.006 -3.054 5.877
H 1.993 -0.760 6.354
H 1.345 -1.199 7.885
H -0.444 -0.488 6.528
H -0.669 -2.356 6.182
H -1.668 -1.976 4.223
H -0.588 -1.161 2.987
H -1.386 -0.186 4.177
C -1.634 2.687 -3.835
O -0.875 1.543 -4.159
C -0.941 1.189 -5.541
C -0.018 -0.027 -5.799
N -0.334 -1.157 -4.953
C 0.308 -2.419 -5.255
C 1.789 -2.450 -4.824
O 2.548 -1.739 -5.782
C 3.919 -1.606 -5.535
H -1.708 2.888 -2.760
H -2.641 2.581 -4.264
H -1.322 3.620 -4.321
H -0.551 2.007 -6.123
H -1.984 0.997 -5.796
H 1.053 0.289 -5.766
H -0.172 -0.240 -6.856
H -0.070 -0.873 -4.036
H 0.266 -2.605 -6.365
H -0.091 -3.294 -4.750
H 2.281 -3.390 -4.672
H 1.812 -1.936 -3.866
H 4.276 -0.785 -6.186
H 4.436 -2.577 -5.642
H 4.042 -1.204 -4.485
C -2.874 4.193 0.255
O -2.546 4.642 -1.004
C -2.776 6.073 -1.213
C -1.495 6.919 -1.177
N -0.780 6.863 0.082
C 0.472 7.694 0.231
C 1.068 7.311 1.511
O 1.664 6.027 1.325
C 3.029 5.986 1.032
H -2.259 3.347 0.595
H -3.964 3.917 0.284
H -2.714 4.982 0.989
H -3.489 6.468 -0.515
H -3.248 6.123 -2.198
H -1.792 7.967 -1.325
H -0.970 6.538 -2.021
H -0.551 5.922 0.304
H 0.130 8.799 0.200
H 1.160 7.551 -0.577
H 0.308 7.206 2.309
H 1.782 8.101 1.843
H 3.188 5.034 0.495
H 3.712 5.963 1.864
H 3.176 6.766 0.321
C -1.899 -0.429 -1.273
C -1.630 0.481 -0.168
C -2.724 0.625 0.856
O -0.421 0.045 0.536
H -1.923 -1.462 -0.925
H -1.079 -0.342 -2.028
H -2.900 -0.327 -1.743
H -1.391 1.438 -0.635
H -3.675 0.908 0.299
H -2.554 1.330 1.661
H -2.997 -0.333 1.311
H -0.295 0.640 1.303
C 0.653 4.169 -1.826
C 1.493 2.901 -1.664
C 2.677 2.855 -2.629
O 1.941 2.881 -0.278
H -0.238 4.136 -1.148
H 0.287 4.230 -2.863
H 1.227 5.071 -1.666
H 0.913 2.014 -1.848
H 3.273 1.959 -2.441
H 3.298 3.797 -2.593
H 2.134 2.808 -3.549
H 2.066 1.969 -0.008
C -3.051 -5.579 -2.230
C -2.838 -4.117 -1.891
C -4.228 -3.402 -1.917
O -2.381 -3.922 -0.557
H -3.682 -5.675 -3.165
H -3.662 -6.093 -1.474
H -2.159 -6.176 -2.248
H -2.165 -3.663 -2.684
H -4.800 -3.668 -2.840
H -4.116 -2.303 -1.949
H -4.714 -3.745 -0.996
H -1.489 -4.244 -0.406
C -0.290 -4.205 2.190
C 0.886 -4.438 1.333
C 1.873 -5.462 1.817
O 0.381 -4.848 0.014
H -0.960 -5.077 2.253
H -0.852 -3.394 1.719
H -0.059 -3.853 3.194
H 1.465 -3.503 1.161
H 2.355 -5.227 2.725
H 2.659 -5.502 1.116
H 1.407 -6.433 2.013
H 0.698 -5.726 -0.191
C 2.618 -0.504 1.728
O 2.193 -0.211 0.406
H 3.601 -0.108 1.937
H 1.966 -0.115 2.588
H 2.685 -1.604 1.900
H 1.245 -0.125 0.382
C -3.962 -0.817 -5.107
O -3.020 -1.618 -4.368
H -4.889 -1.287 -4.911
H -3.950 0.194 -4.709
H -3.815 -0.710 -6.166
H -2.125 -1.472 -4.780
C 0.862 2.554 3.006
O -0.016 2.524 1.871
H 1.177 3.591 3.233
H 0.220 2.255 3.820
H 1.744 1.888 2.799
H 0.556 2.907 1.190
```

Calculated values
HOMO = -0.3216 Ha
SMILES string = COCCNCCOC.COCCNCCOC.COCCNCCOC.CC(C)O.CC(C)O.CC(C)O.CC(C)O.CO.CO.CO
total energy = -66745.47649 eV
largest force on an atom = 4.0 eV Å⁻¹
Kohn-Sham gap = 9.49 eV
relative energy (zero: lowest compared OMol25 entry of this formula, charge and spin) = 4.2 kcal/mol


Record 2
# C21H19MnN17PS

A structure of composition C21H19MnN17PS (the ωB97M-V functional and the def2-TZVPD basis, OMol25).

```
60
Properties=species:S:1:pos:R:3
Mn 0.153 1.528 0.980
N -2.396 0.302 2.910
C -1.991 1.604 3.065
N -2.471 2.444 3.952
N -1.781 3.592 3.753
N -0.916 3.463 2.823
N -1.021 2.191 2.345
C -1.562 -0.645 2.344
N -1.706 -1.945 2.483
N -0.693 -2.465 1.757
N 0.005 -1.540 1.202
N -0.527 -0.343 1.558
H -3.044 -0.039 3.603
S 7.047 -1.412 1.004
N 6.103 -0.997 2.241
C 5.023 -0.433 1.728
C 3.907 0.101 2.483
C 3.824 0.117 3.876
C 2.714 0.672 4.473
C 1.701 1.193 3.673
N 1.774 1.179 2.349
C 2.852 0.643 1.756
C 2.859 0.681 0.297
N 1.774 1.217 -0.294
C 1.758 1.360 -1.615
C 2.820 0.948 -2.413
C 3.913 0.351 -1.825
C 3.945 0.216 -0.437
C 5.044 -0.373 0.306
N 6.139 -0.890 -0.222
H 4.632 -0.303 4.460
H 2.613 0.709 5.548
H 0.808 1.634 4.097
H 0.871 1.815 -2.032
H 2.765 1.094 -3.482
H 4.750 -0.002 -2.412
N -1.219 3.349 -1.192
C -0.757 2.699 -0.358
C -3.535 -2.410 -1.930
N -3.908 -1.040 -1.586
C -4.147 -0.294 -2.818
N -3.023 -0.317 -3.755
C -2.676 -1.710 -4.025
N -2.388 -2.501 -2.833
C -1.160 -2.049 -2.176
P -1.225 -0.276 -1.615
C -2.876 -0.407 -0.766
C -1.877 0.419 -3.213
H -4.389 -2.879 -2.425
H -3.316 -2.962 -1.015
H -4.381 0.743 -2.571
H -5.010 -0.738 -3.319
H -1.810 -1.737 -4.691
H -3.522 -2.173 -4.539
H -0.320 -2.181 -2.865
H -0.957 -2.678 -1.306
H -3.211 0.590 -0.466
H -2.746 -0.995 0.145
H -1.076 0.415 -3.960
H -2.158 1.463 -3.056
```

Calculated values
multiplicity = 5
HOMO (alpha / beta) = -0.2983 / -0.2982 Ha
total energy = -98860.75194 eV
largest force on an atom = 0.4 eV Å⁻¹
Kohn-Sham gap (alpha / beta) = 6.34 / 6.14 eV
expectation value of S² = 6.06
relative energy (zero: lowest compared OMol25 entry of this formula, charge and spin) = 0.0 kcal/mol


Record 3
# C3H7NO2

A cluster of 2 separate species, C3H7NO2 in total (the ωB97M-V functional and the def2-TZVPD basis, OMol25).

```
13
Properties=species:S:1:pos:R:3
C -2.313 -0.720 0.928
C -1.655 -1.351 -0.024
O -1.007 -1.838 -0.840
H -1.870 -0.368 1.788
H -3.446 -0.741 0.716
C 1.069 0.945 -1.006
N 1.151 0.769 0.482
O 1.965 -0.414 0.731
H 0.563 0.166 -1.508
H 0.375 1.808 -1.128
H 2.089 1.384 -1.386
H 1.635 1.536 0.912
H 1.446 -1.175 0.333
```

Calculated values
HOMO = -0.3249 Ha
SMILES string = C=C=O.CNO
total energy = -8805.98568 eV
largest force on an atom = 4.8 eV Å⁻¹
Kohn-Sham gap = 9.65 eV
relative energy (zero: lowest compared OMol25 entry of this formula, charge and spin) = 104.8 kcal/mol


Record 4
# C39H38F10FeN8OPS2

A structure of composition C39H38F10FeN8OPS2 (the ωB97M-V functional and the def2-TZVPD basis, OMol25).

```
100
Properties=species:S:1:pos:R:3
Fe -0.601 1.055 1.076
C 0.123 2.082 3.969
N -0.280 0.856 3.289
C -1.605 0.434 3.718
C -2.664 1.440 3.329
N -2.410 1.876 1.963
C -3.297 2.721 1.402
C -4.512 3.204 1.952
F -4.957 2.764 3.156
C -5.327 4.129 1.325
F -6.458 4.528 1.936
C -5.016 4.643 0.090
F -5.811 5.547 -0.517
C -3.865 4.176 -0.518
F -3.531 4.639 -1.731
C -3.068 3.247 0.107
F -1.979 2.823 -0.565
C 0.660 -0.238 3.488
C 2.016 -0.042 2.836
N 1.991 -0.460 1.447
C 2.980 0.030 0.682
C 2.931 -0.130 -0.724
F 1.886 -0.802 -1.270
C 3.869 0.349 -1.612
F 3.713 0.121 -2.925
C 4.976 1.046 -1.167
F 5.915 1.497 -2.023
C 5.110 1.201 0.196
F 6.206 1.810 0.683
C 4.166 0.704 1.076
F 4.486 0.843 2.394
H 0.197 1.922 5.056
H -0.608 2.865 3.769
H 1.082 2.431 3.594
H -1.629 0.251 4.806
H -1.819 -0.498 3.198
H -2.683 2.286 4.030
H -3.623 0.925 3.444
H 0.170 -1.116 3.067
H 0.812 -0.404 4.569
H 2.747 -0.599 3.453
H 2.302 1.009 2.927
C -0.831 -0.262 -3.255
C -0.893 -0.337 -1.747
N -0.226 0.487 -1.007
N 0.620 1.328 -1.743
C 1.230 2.242 -1.071
S 1.121 2.684 0.597
S 2.417 3.175 -2.064
C 1.339 4.575 -2.528
C 0.620 4.337 -3.826
C 1.213 4.678 -5.039
C 0.579 4.404 -6.243
C -0.659 3.773 -6.248
C -1.262 3.442 -5.041
C -0.628 3.724 -3.840
C -1.749 -1.380 -1.149
C -2.371 -2.312 -1.998
C -3.274 -3.256 -1.552
C -3.620 -3.260 -0.196
C -3.007 -2.390 0.674
C -1.992 -1.483 0.253
O -1.320 -0.850 1.144
H -0.369 0.667 -3.565
H -0.229 -1.085 -3.649
H -1.832 -0.337 -3.676
H 0.650 4.718 -1.696
H 1.998 5.439 -2.595
H 2.190 5.152 -5.039
H 1.052 4.681 -7.178
H -1.148 3.539 -7.185
H -2.235 2.964 -5.032
H -1.099 3.463 -2.905
H -2.125 -2.303 -3.050
H -3.720 -3.959 -2.244
H -4.364 -3.957 0.173
H -3.253 -2.382 1.730
C 2.987 -4.838 1.615
N 1.663 -4.704 2.369
C 0.694 -5.753 1.811
N 0.551 -5.624 0.409
C 1.852 -5.731 -0.247
N 2.795 -4.717 0.218
C 2.403 -3.345 -0.178
P 0.771 -2.736 0.497
C 1.113 -3.307 2.239
C -0.119 -4.353 0.041
H 3.382 -5.823 1.870
H 3.645 -4.056 1.991
H 1.829 -4.903 3.354
H -0.257 -5.602 2.320
H 1.118 -6.724 2.076
H 1.715 -5.618 -1.320
H 2.273 -6.719 -0.043
H 2.337 -3.308 -1.267
H 3.193 -2.652 0.120
H 0.188 -3.264 2.818
H 1.839 -2.625 2.680
H -0.268 -4.349 -1.041
H -1.121 -4.337 0.484
```

Calculated values
multiplicity = 5
HOMO (alpha / beta) = -0.1424 / -0.1427 Ha
total energy = -147547.83439 eV
largest force on an atom = 0.8 eV Å⁻¹
Kohn-Sham gap (alpha / beta) = 4.96 / 4.97 eV
expectation value of S² = 6.01
total charge = -1
relative energy (zero: lowest compared OMol25 entry of this formula, charge and spin) = 11.3 kcal/mol


Record 5
# C5H12O2

An isolated molecule of C5H12O2 (the ωB97M-V functional and the def2-TZVPD basis, OMol25).

```
19
Properties=species:S:1:pos:R:3
C -1.713 -1.974 0.275
O -0.341 -1.627 0.307
C 0.110 -0.419 0.928
C 0.245 0.655 -0.169
C -0.113 2.106 0.169
C 1.591 0.553 -0.903
O 2.031 -0.780 -1.053
H -2.369 -1.248 0.776
H -2.067 -2.090 -0.760
H -1.834 -2.945 0.769
H -0.555 -0.100 1.745
H 1.078 -0.691 1.367
H -0.515 0.320 -0.883
H -0.315 2.640 -0.767
H 0.675 2.661 0.693
H -1.026 2.157 0.774
H 1.482 1.047 -1.884
H 2.386 1.092 -0.366
H 1.251 -1.354 -1.019
```

Calculated values
HOMO = -0.3589 Ha
SMILES string = COC[C@@H](C)CO
total energy = -9473.56159 eV
largest force on an atom = 0.4 eV Å⁻¹
Kohn-Sham gap = 10.72 eV
relative energy (zero: lowest compared OMol25 entry of this formula, charge and spin) = 36.3 kcal/mol


Record 6
# C17H41NO4Si2

A structure of composition C17H41NO4Si2 (the ωB97M-V functional and the def2-TZVPD basis, OMol25).

```
65
Properties=species:S:1:pos:R:3
C -0.343 1.372 -2.413
C -0.797 1.150 -1.005
O -0.708 1.981 -0.145
O -1.420 -0.064 -0.754
C -0.708 -0.999 -0.048
O -1.301 -1.799 0.628
C 0.775 -1.062 -0.226
Si 1.735 -0.175 1.153
C 1.173 -0.852 2.816
N 1.758 -2.202 3.099
O 3.394 -0.271 0.987
Si 4.112 -1.217 -0.187
H -0.300 0.453 -2.966
H 0.613 1.854 -2.378
H -1.032 2.064 -2.870
H 1.041 -0.708 -1.211
H 0.991 -2.116 -0.201
H 1.379 1.255 1.114
H 0.099 -0.925 2.812
H 1.514 -0.159 3.564
H 2.723 -2.198 2.801
H 1.293 -2.860 2.486
H 5.504 -0.756 -0.338
H 3.445 -1.098 -1.494
H 4.144 -2.622 0.273
C 3.681 7.702 -2.742
C 3.922 7.073 -1.373
C 4.821 5.839 -1.418
C 4.272 4.674 -2.241
C 2.902 4.166 -1.796
C 2.886 3.621 -0.369
H 3.158 7.019 -3.414
H 3.072 8.601 -2.652
H 4.625 7.983 -3.213
H 2.963 6.825 -0.910
H 4.390 7.816 -0.721
H 5.016 5.505 -0.395
H 5.794 6.124 -1.831
H 4.989 3.848 -2.192
H 4.219 4.962 -3.294
H 2.594 3.372 -2.484
H 2.155 4.959 -1.893
H 3.604 2.805 -0.254
H 1.898 3.237 -0.114
H 3.132 4.395 0.359
C -5.148 -6.549 3.192
C -6.035 -5.466 2.583
C -6.125 -5.537 1.060
C -4.797 -5.347 0.328
C -4.075 -4.035 0.633
C -4.866 -2.795 0.232
H -4.113 -6.456 2.861
H -5.151 -6.483 4.280
H -5.505 -7.544 2.916
H -5.675 -4.482 2.894
H -7.044 -5.564 2.993
H -6.844 -4.790 0.713
H -6.542 -6.508 0.775
H -4.984 -5.406 -0.749
H -4.129 -6.181 0.562
H -3.123 -4.030 0.098
H -3.823 -3.979 1.695
H -5.103 -2.812 -0.834
H -4.287 -1.893 0.432
H -5.803 -2.715 0.786
```

Calculated values
HOMO = -0.3331 Ha
total energy = -43731.88122 eV
largest force on an atom = 1.7 eV Å⁻¹
Kohn-Sham gap = 9.45 eV


Record 7
# CH3O5S

The ion CH3O5S with charge -1 (the ωB97M-V functional and the def2-TZVPD basis, OMol25).

```
10
Properties=species:S:1:pos:R:3
C -0.170 -0.661 0.437
O 0.174 1.387 -1.780
O -1.105 2.329 0.021
O 0.296 -1.662 1.306
O -0.052 -1.115 -0.828
O 0.562 0.584 0.722
S 0.215 1.974 -0.325
H -1.169 -0.602 0.747
H 1.260 -1.784 1.238
H -0.012 -0.450 -1.538
```

Calculated values
HOMO = -0.1678 Ha
total energy = -22159.66847 eV
largest force on an atom = 5.1 eV Å⁻¹
Kohn-Sham gap = 8.45 eV
total charge = -1
relative energy (zero: lowest compared OMol25 entry of this formula, charge and spin) = 12.3 kcal/mol


Record 8
# C7H14O

A structure of composition C7H14O (the ωB97M-V functional and the def2-TZVPD basis, OMol25).

```
22
Properties=species:S:1:pos:R:3
C -2.256 -1.115 -0.081
C -1.445 0.222 -0.292
C -1.739 1.504 -0.019
C 1.004 -0.013 0.047
C 1.273 1.312 0.573
C 2.143 -0.450 -0.966
C 0.821 -1.109 1.079
H -2.001 -1.449 1.027
H -1.616 -1.897 -0.978
H -3.475 -0.890 -0.226
H -2.659 1.577 0.526
H -0.965 2.378 -0.165
H 0.816 1.454 1.646
H 0.744 1.967 -0.320
H 2.535 1.721 0.487
H 3.043 -0.287 -0.165
H 2.001 -1.409 -1.297
H 2.393 0.334 -1.687
H 1.778 -1.215 1.749
H 0.559 -2.072 0.681
H -0.172 -1.160 1.757
O -0.224 -0.144 -0.636
```

Calculated values
HOMO = -0.3162 Ha
total energy = -9528.17382 eV
largest force on an atom = 6.3 eV Å⁻¹
Kohn-Sham gap = 9.41 eV
relative energy (zero: lowest compared OMol25 entry of this formula, charge and spin) = 129.0 kcal/mol


Record 9
# H2NOS

A cluster of 2 separate species, H2NOS in total (the ωB97M-V functional and the def2-TZVPD basis, OMol25).

```
5
Properties=species:S:1:pos:R:3
N 1.295 -0.341 -0.014
O 1.896 -1.066 -0.848
S -1.695 1.603 -0.110
H 0.382 -0.742 0.383
H -1.878 0.547 0.588
```

Calculated values
HOMO = -0.0986 Ha
total energy = -14403.21018 eV
largest force on an atom = 4.3 eV Å⁻¹
Kohn-Sham gap = 5.84 eV
total charge = -1
relative energy (zero: lowest compared OMol25 entry of this formula, charge and spin) = 23.0 kcal/mol


Record 10
# C3H6O2

A cluster of 2 separate species, C3H6O2 in total (the ωB97M-V functional and the def2-TZVPD basis, OMol25).

```
11
Properties=species:S:1:pos:R:3
O -2.246 5.001 -1.222
C -1.284 5.715 -1.209
H -1.331 6.817 -1.092
H -0.244 5.360 -1.348
C 1.755 -3.420 -0.191
C 1.033 -4.100 0.787
O 0.567 -3.436 1.800
H 1.983 -3.764 -1.197
H 2.162 -2.427 -0.012
H 0.719 -5.143 0.804
H 1.207 -2.920 2.329
```

Calculated values
multiplicity = 2
HOMO (alpha / beta) = -0.4321 / -0.4321 Ha
total energy = -7291.66963 eV
largest force on an atom = 1.4 eV Å⁻¹
Kohn-Sham gap (alpha / beta) = 6.03 / 2.53 eV
expectation value of S² = 0.76
total charge = +1
relative energy (zero: lowest compared OMol25 entry of this formula, charge and spin) = 32.8 kcal/mol


Record 11
# C4H6N2O4

A cluster of 2 separate species, C4H6N2O4 in total (the ωB97M-V functional and the def2-TZVPD basis, OMol25).

```
16
Properties=species:S:1:pos:R:3
N 1.211 -0.467 -1.348
C 1.036 -0.258 0.036
O 1.876 -0.573 0.863
N -0.343 -0.222 0.417
C -0.997 -1.241 1.122
C -2.243 -0.808 1.335
O -2.410 0.417 0.721
C -1.269 0.743 0.085
O -1.167 1.672 -0.687
H 1.362 -1.430 -1.623
H 0.638 0.039 -2.020
H -0.494 -2.156 1.413
H -3.086 -1.208 1.886
O 2.265 1.844 -0.428
H 2.132 1.227 -1.347
H 1.491 2.419 -0.424
```

Calculated values
HOMO = -0.3413 Ha
SMILES string = NC(=O)n1ccoc1=O.O
total energy = -15414.37484 eV
largest force on an atom = 4.7 eV Å⁻¹
Kohn-Sham gap = 9.55 eV
relative energy (zero: lowest compared OMol25 entry of this formula, charge and spin) = 44.7 kcal/mol